Record 1
84
Properties=species:S:1:pos:R:3 method="wB97M-V/def2-TZVPD" homo_energy_ev=-5.0 total_charge=-1 lumo_energy_ev=1.601
H 4.086 -0.075 -1.322
C 7.061 -5.218 0.882
Cl -2.876 -1.167 -0.547
C -3.221 2.784 -0.267
C 10.267 -2.868 1.682
C 9.763 -0.867 2.924
C 8.452 2.700 -2.436
Cl -5.254 4.619 -0.370
H 1.626 -0.920 -3.103
C -4.584 3.021 -0.422
H 9.474 2.342 -2.321
Cl -2.174 4.190 -0.012
C 2.363 -1.473 -2.532
H 7.672 -3.684 2.259
C 3.259 -2.482 -0.851
C 2.878 -3.379 2.870
H 10.384 -2.640 -0.435
C 4.109 1.648 1.315
N 3.368 1.179 0.277
H 8.994 0.160 -2.702
H 1.724 -3.136 4.728
C 2.754 -2.673 1.621
C 8.308 -5.929 0.967
H 10.484 -3.927 1.665
H 8.479 3.791 -2.403
N 9.320 -6.473 1.029
C -3.522 0.504 -0.495
C 4.694 -3.783 0.636
H 8.430 -1.191 -1.767
N 5.440 0.491 0.217
C 10.204 -2.135 0.508
H 7.491 2.278 0.859
O 6.516 0.282 -2.504
H 5.555 -2.410 2.030
H 4.084 -5.312 -0.728
H 3.709 2.277 2.094
H 7.988 3.763 0.061
C 9.947 -0.019 -0.802
C 9.721 -0.147 1.738
C 1.941 -2.847 3.711
N 2.153 -1.766 -1.256
H 10.231 1.020 -0.647
C -4.899 0.643 -0.663
H 5.652 2.554 -2.432
C 6.886 -4.040 1.608
Cl 10.093 -3.130 4.369
H 8.105 2.428 -3.438
H 6.344 3.965 -1.627
H 10.760 -0.455 -1.390
H 9.120 2.429 0.152
H 3.556 -4.193 3.075
H 6.546 -1.094 -0.505
Cl -7.133 2.173 -0.821
H 0.517 -1.155 3.320
C 8.699 -0.133 -1.692
Cs 0.263 0.098 -0.002
C 4.248 0.458 -0.398
C -5.430 1.930 -0.623
H 6.816 0.735 -3.299
C 6.162 2.892 -1.531
H 6.192 -6.608 -0.501
H 9.512 0.914 1.781
H 9.584 -0.379 3.873
C 9.937 -0.767 0.512
C 6.709 -0.055 -0.212
H 7.363 -0.044 0.657
N 1.758 -1.712 1.733
C 7.517 2.192 -1.326
H 4.009 -1.855 -4.003
H 5.134 -3.115 -1.918
Cl -5.948 -0.713 -0.912
C 4.872 -4.968 -0.072
C -2.640 1.535 -0.296
C 7.378 0.629 -1.411
C 6.046 -5.688 0.050
C 4.172 -2.626 -1.941
C 5.706 -3.331 1.481
C 3.479 -2.940 0.464
C 8.068 2.674 0.023
N 5.362 1.255 1.330
C 3.602 -1.970 -3.011
H 5.492 2.760 -0.685
C 1.296 -1.817 2.958
C 10.040 -2.221 2.886


Record 2
25
Properties=species:S:1:pos:R:3 method="wB97M-V/def2-TZVPD" homo_energy_ev=-8.8 total_charge=0 lumo_energy_ev=0.697
C -2.875 -0.188 -1.164
C 1.965 0.586 1.529
H -3.539 -0.145 -1.945
H 2.703 0.650 -1.973
C -2.480 0.843 1.008
C -1.868 -1.072 -0.854
H -1.569 -1.853 -1.584
C 2.147 0.228 0.009
C 1.437 -0.933 -0.432
C -3.234 0.704 -0.186
H 2.194 -0.262 2.071
H 2.688 1.382 1.704
C -1.151 -0.954 0.287
O 2.745 -1.037 -0.262
H 1.010 0.786 1.646
O 0.018 -3.203 -0.301
H 1.742 1.817 -1.290
C 2.610 1.191 -1.130
H -4.176 1.378 -0.423
S 0.213 -2.073 0.543
H 3.461 1.642 -0.796
H -2.578 1.427 1.864
C -1.453 -0.026 1.244
H 1.008 -0.957 -1.721
H -1.017 0.070 2.156


Record 3
15
Properties=species:S:1:pos:R:3 method="wB97M-V/def2-TZVPD" homo_energy_ev=-8.1 total_charge=0 lumo_energy_ev=0.209
H 0.529 -0.983 1.469
N 0.803 -2.083 -0.328
H 1.651 -2.104 -0.877
H -0.874 1.739 1.277
H -2.000 0.276 -1.640
H 2.180 1.874 -0.437
C -0.456 0.183 -0.160
H -1.511 0.155 1.752
H -2.329 1.039 0.550
H -0.604 -0.747 -2.066
C -0.989 -0.008 -1.377
C 0.480 -1.124 0.392
C -1.322 0.817 0.904
C 1.937 0.918 -0.007
N 2.505 0.047 0.550


Calculated energy relative to the best compared isomer or geometry (same formula, charge and spin) (eV), listed in the same order as above: 0.000, 5.283, 5.572